1.
A structure of composition C12H17N2O7SW. Source: OMol25; level of theory: the ωB97M-V functional and the def2-TZVPD basis.

Structure (XYZ):
```
40
Properties=species:S:1:pos:R:3:forces:R:3
W 0.151 -0.363 0.096 0.58 0.22 -0.34
N -0.160 0.123 2.248 -0.05 -0.04 -0.01
C -0.149 1.609 2.445 0.00 -0.01 -0.02
C 0.888 2.202 1.519 -0.04 0.00 0.10
O 1.480 3.215 1.683 0.00 -0.02 -0.02
N 1.112 1.357 0.367 0.15 -0.23 0.09
C 2.265 1.784 -0.412 -0.01 -0.10 -0.20
C 3.266 0.740 -0.763 -0.11 0.44 0.25
O 4.166 0.169 -1.062 0.09 -0.21 -0.09
O 1.588 -0.991 -0.547 -0.38 -0.34 0.36
H -1.066 -0.242 2.551 0.02 -0.01 0.03
H 0.533 -0.303 2.869 0.01 -0.01 -0.02
H 0.079 1.876 3.475 0.01 0.01 0.00
H -1.133 2.007 2.193 0.00 0.00 0.01
H 2.870 2.519 0.146 -0.16 0.14 0.00
H 2.007 2.223 -1.386 -0.01 0.05 0.02
C 0.460 -3.554 0.627 -0.04 -0.01 -0.04
O -0.373 -2.290 0.674 -0.01 0.07 0.09
H 0.445 -3.905 -0.400 0.00 -0.01 0.00
H -0.005 -4.254 1.313 0.00 0.00 0.01
H 1.453 -3.275 0.956 0.01 -0.01 -0.01
H -1.316 -2.510 0.770 -0.01 0.01 0.04
C -5.323 4.381 -3.484 -0.01 0.01 0.00
C -4.543 3.253 -2.906 0.01 -0.08 0.00
C -4.806 1.933 -3.309 -0.01 0.09 -0.01
C -4.116 0.873 -2.776 -0.01 -0.06 -0.05
C -3.135 1.143 -1.801 0.05 -0.02 0.00
C -2.842 2.453 -1.379 0.01 0.09 0.07
C -3.548 3.488 -1.934 0.01 -0.01 0.00
S -2.325 -0.177 -1.180 0.02 0.01 0.14
O -2.784 -1.446 -1.586 0.00 -0.03 0.00
O -0.683 -0.121 -1.553 -0.21 0.06 -0.40
O -1.985 -0.054 0.306 0.12 0.00 0.01
H -6.322 4.389 -3.036 0.00 0.00 0.00
H -5.461 4.250 -4.557 0.00 0.00 0.00
H -4.858 5.344 -3.290 0.00 0.00 0.00
H -5.568 1.744 -4.054 0.00 0.01 0.00
H -4.324 -0.141 -3.089 0.00 0.00 0.00
H -2.089 2.649 -0.626 -0.01 -0.01 0.00
H -3.345 4.503 -1.621 -0.01 0.00 0.00
```
Positions in Å, forces in eV/Å.

The calculation puts the total energy at -1567.8749 a.u. The HOMO energy comes out at -18.39 eV. For the gap between HOMO and LUMO, the calculation gives 5.84 eV. Its spin multiplicity is 1. As for the total charge: +3.

These are the Löwdin partial charges, in e, on atoms 1 to 2:
1 W 1.889
2 N -0.045

***

2.
The molecule C12H17N5S2. Source: OMol25; level of theory: the ωB97M-V functional and the def2-TZVPD basis.

Structure (XYZ):
```
36
Properties=species:S:1:pos:R:3:forces:R:3
C -1.175 -2.050 0.231 0.05 0.05 0.23
C -2.105 -1.618 1.359 -0.06 -0.07 -0.12
C -3.458 -1.095 0.861 0.13 0.06 0.18
C -3.512 0.411 0.652 0.07 -0.04 -0.22
S -2.525 1.013 -0.761 -0.39 0.06 -0.23
C -1.070 1.466 0.071 0.09 0.06 0.00
N -0.862 1.408 1.360 -0.93 -0.32 -0.28
N 0.384 1.846 1.586 1.24 0.49 0.23
C 0.925 2.166 0.445 -0.45 0.06 -0.01
C 2.299 2.673 0.254 0.55 -0.47 0.11
S 3.535 1.537 0.997 0.06 0.50 0.17
C 3.102 0.041 0.223 -0.17 -0.07 -0.30
N 3.699 -1.043 0.701 0.28 0.27 0.43
C 3.366 -2.195 0.154 -0.24 -0.18 -0.31
C 2.437 -2.286 -0.876 0.05 0.16 0.05
C 1.901 -1.086 -1.316 0.07 -0.39 0.01
N 2.230 0.077 -0.779 0.14 0.16 -0.05
N 0.032 1.948 -0.574 -0.29 -0.05 0.83
C 0.206 2.158 -1.981 0.10 0.12 -0.34
H -1.626 -2.849 -0.356 -0.03 -0.09 -0.10
H -0.952 -1.221 -0.435 0.04 0.03 -0.10
H -0.234 -2.414 0.641 0.11 -0.07 -0.02
H -2.277 -2.479 2.009 0.01 0.02 0.04
H -1.617 -0.843 1.953 -0.05 -0.09 0.07
H -4.225 -1.326 1.604 -0.06 -0.03 -0.04
H -3.734 -1.604 -0.066 -0.10 -0.05 0.01
H -4.532 0.727 0.428 0.06 0.07 0.04
H -3.134 0.946 1.521 -0.15 0.02 0.03
H 2.535 2.795 -0.801 -0.04 0.13 0.04
H 2.449 3.610 0.790 0.03 0.01 -0.09
H 3.861 -3.067 0.560 -0.01 -0.12 -0.04
H 2.154 -3.229 -1.313 -0.02 -0.10 -0.04
H 1.185 -1.042 -2.128 -0.07 -0.11 -0.07
H 0.295 3.225 -2.199 -0.04 -0.08 -0.06
H -0.663 1.760 -2.502 0.07 0.04 -0.04
H 1.105 1.639 -2.315 -0.07 0.02 -0.01
```
Positions in Å, forces in eV/Å.

Its SMILES is CCCCSc1nnc(CSc2ncccn2)n1C. The calculation puts the total energy at -1537.6156 a.u. The HOMO energy comes out at -8.15 eV. For the gap between HOMO and LUMO, the calculation gives 8.70 eV. Its spin multiplicity is 1.

These are the Löwdin partial charges, in e, on atoms 1 to 2:
1 C -0.119
2 C -0.261

***

3.
The molecule C12H17NO. Source: OMol25; level of theory: the ωB97M-V functional and the def2-TZVPD basis.

Structure (XYZ):
```
31
Properties=species:S:1:pos:R:3:forces:R:3
C -3.730 -0.663 0.069 1.45 -0.68 0.09
O -2.486 -0.503 0.788 0.82 0.91 -1.46
C -1.594 0.410 0.123 0.70 0.78 0.99
C -1.864 1.819 0.027 1.17 -0.09 -2.59
C -0.900 2.705 -0.702 -0.60 -2.49 1.82
C 0.418 2.313 -0.879 -1.27 -2.59 1.27
C 0.761 0.993 -0.368 -1.01 1.56 0.38
C -0.223 -0.010 -0.158 -0.10 -0.50 -1.38
N 0.285 -1.318 -0.522 -2.10 1.18 1.15
C -0.397 -2.532 -0.077 -0.74 -0.38 1.76
C 1.596 -1.341 -1.159 -0.40 -0.20 2.01
C 2.609 -0.707 -0.165 1.72 0.46 2.39
C 2.065 0.741 0.344 1.54 -1.33 -3.14
C 1.973 0.808 1.845 -0.57 0.46 0.49
H -4.139 0.295 0.008 -1.01 1.53 -0.56
H -4.393 -1.243 0.700 0.10 -0.47 -0.14
H -3.540 -1.080 -0.948 -0.34 0.07 0.77
H -2.893 2.228 0.059 0.71 -0.52 0.57
H -1.154 3.704 -0.928 -0.69 0.82 -0.43
H 1.110 2.835 -1.513 0.49 0.60 0.48
H -0.251 -3.412 -0.773 0.49 0.95 1.10
H -0.259 -2.724 1.094 0.39 -0.22 -2.46
H -1.496 -2.402 -0.066 0.56 0.34 -0.42
H 1.678 -2.357 -1.515 0.91 -0.52 0.48
H 1.540 -0.802 -2.074 0.06 1.18 -0.70
H 2.903 -1.345 0.855 -1.05 1.16 -2.88
H 3.586 -0.338 -0.549 -0.44 -1.31 -0.45
H 2.802 1.491 -0.062 -0.65 -0.50 0.57
H 2.953 0.991 2.314 -0.22 0.33 -0.34
H 1.257 1.709 2.062 1.03 -2.16 0.41
H 1.781 -0.263 2.169 -0.95 1.63 0.22
```
Positions in Å, forces in eV/Å.

Its SMILES is COc1cccc2c1N(C)CC[C@@H]2C. The calculation puts the total energy at -597.2964 a.u. The HOMO energy comes out at -7.18 eV. For the gap between HOMO and LUMO, the calculation gives 8.05 eV. Its spin multiplicity is 1.

These are the Löwdin partial charges, in e, on atoms 1 to 2:
1 C -0.071
2 O -0.159

***

4.
A cluster of 2 separate species, C12H17NO2 in total. Source: OMol25; level of theory: the ωB97M-V functional and the def2-TZVPD basis.

Structure (XYZ):
```
32
Properties=species:S:1:pos:R:3:forces:R:3
C -3.689 1.513 1.498 -0.73 1.69 0.02
C -2.500 1.883 1.095 0.82 0.02 -0.45
C -1.336 2.309 0.614 -1.90 -0.43 -0.52
C -0.545 3.385 1.296 0.61 0.97 -1.01
N -1.130 4.031 2.458 -1.90 -1.43 0.31
C -0.900 1.855 -0.781 0.37 -0.01 -1.15
C 0.140 0.665 -0.876 -1.35 0.08 0.27
C -0.261 -0.651 -0.579 -1.37 -0.91 2.03
C 0.588 -1.752 -0.414 0.15 1.78 -2.27
C 1.980 -1.545 -0.723 -1.91 -0.59 0.95
C 2.886 -2.712 -0.602 0.18 -0.90 -0.13
C 2.390 -0.278 -1.007 -0.37 2.30 -1.47
C 1.456 0.821 -1.216 1.20 0.20 1.26
H -4.525 2.274 1.493 0.86 -0.99 -0.53
H -3.958 0.576 1.938 0.31 -0.42 0.44
H 0.324 2.877 1.641 1.36 -0.02 0.13
H -0.256 4.181 0.511 -0.27 -1.28 1.15
H -1.818 4.729 2.135 0.33 -0.52 0.28
H -1.722 3.229 2.861 0.90 1.88 -0.15
H -1.827 1.616 -1.353 0.68 -0.19 0.40
H -0.486 2.751 -1.318 -0.07 -0.76 0.47
H -1.302 -0.853 -0.191 0.88 0.51 -0.90
H 0.088 -2.720 -0.380 0.66 0.16 0.65
H 2.713 -3.433 -1.461 0.05 0.48 1.34
H 3.920 -2.423 -0.662 0.52 0.25 -0.10
H 2.747 -3.139 0.418 0.01 -0.29 -1.01
H 3.443 -0.062 -1.213 -0.30 -0.22 0.13
H 1.762 1.879 -1.393 0.32 -1.13 -0.12
O 0.047 -5.498 -1.505 -1.09 -1.37 0.21
O 0.480 -4.873 -0.324 1.52 -2.53 2.59
H 0.409 -4.935 -2.158 0.72 0.97 -1.18
H 0.881 -5.699 0.198 -1.19 2.70 -1.63
```
Positions in Å, forces in eV/Å.

Its SMILES is C=C=C(CN)Cc1ccc(C)cc1.OO. The calculation puts the total energy at -672.4752 a.u. The HOMO energy comes out at -8.85 eV. For the gap between HOMO and LUMO, the calculation gives 9.52 eV. Its spin multiplicity is 1.

These are the Löwdin partial charges, in e, on atoms 1 to 2:
1 C 0.006
2 C -0.079

***

5.
The molecule C12H17NO3. Source: OMol25; level of theory: the ωB97M-V functional and the def2-TZVPD basis.

Structure (XYZ):
```
33
Properties=species:S:1:pos:R:3:forces:R:3
C 2.428 0.098 0.504 0.77 1.06 -0.08
C 1.600 1.174 1.341 -0.56 -0.53 -2.06
C 0.412 1.605 0.456 -0.37 0.36 -1.00
C -0.610 0.590 -0.076 2.53 -0.47 -1.30
C -1.502 0.068 0.799 -0.90 1.53 1.17
C -2.327 -0.960 0.512 -0.98 -2.09 -2.06
C -2.287 -1.595 -0.774 1.32 1.91 2.20
C -1.316 -1.076 -1.672 -2.22 -2.28 0.63
C -0.539 -0.017 -1.340 0.97 1.38 0.94
O -1.116 -1.669 -2.863 0.52 -0.66 -0.83
C -1.830 -2.885 -3.285 0.72 2.36 0.52
C -2.994 -3.250 -2.314 -0.75 0.99 -0.90
O -3.103 -2.648 -0.977 1.00 -1.28 -1.74
N 2.284 2.333 1.866 0.94 0.39 0.37
C 2.904 2.415 3.192 2.56 -1.76 -2.44
O 2.151 3.623 1.321 -0.72 0.77 -1.27
H 2.850 0.525 -0.450 -0.85 -0.20 0.73
H 1.998 -0.907 0.291 -0.30 0.99 0.31
H 3.318 -0.067 1.074 0.72 -0.42 0.52
H 1.185 0.756 2.218 -0.47 -1.31 0.90
H -0.217 2.217 1.045 -0.55 1.22 0.87
H 0.821 2.244 -0.345 -0.22 -0.40 -0.01
H -1.746 0.686 1.649 0.35 -0.33 0.77
H -3.009 -1.317 1.267 -0.30 -0.12 -0.08
H 0.161 0.318 -2.083 0.36 0.11 -0.17
H -1.094 -3.676 -3.453 -0.09 0.05 0.46
H -2.078 -2.452 -4.285 -0.94 -1.36 0.61
H -3.887 -2.914 -2.795 -0.67 0.47 -0.45
H -3.148 -4.313 -2.319 0.45 -0.56 0.88
H 2.255 2.333 3.993 -1.60 -0.55 1.76
H 3.438 3.346 3.336 -0.05 0.27 -0.52
H 3.751 1.604 3.225 -1.67 1.24 0.28
H 1.248 3.808 0.941 1.00 -0.76 1.00
```
Positions in Å, forces in eV/Å.

Its SMILES is C[C@H](Cc1ccc2c(c1)OCCO2)N(C)O. The calculation puts the total energy at -747.7568 a.u. The HOMO energy comes out at -7.46 eV. For the gap between HOMO and LUMO, the calculation gives 8.21 eV. Its spin multiplicity is 1.

These are the Löwdin partial charges, in e, on atoms 1 to 2:
1 C -0.031
2 C -0.319

***

6.
A cluster of 2 separate species, C12H17NOP in total. Source: OMol25; level of theory: the ωB97M-V functional and the def2-TZVPD basis.

Structure (XYZ):
```
32
Properties=species:S:1:pos:R:3:forces:R:3
C -0.272 -0.642 -2.813 -2.41 0.46 0.21
C -1.631 -0.768 -3.212 -0.40 -2.12 -1.12
C 0.132 -1.147 -1.606 1.73 -0.78 1.56
C -2.489 -1.683 -2.520 1.80 1.62 0.00
C -0.706 -1.971 -0.830 0.14 0.15 1.38
C -2.034 -2.202 -1.308 1.61 0.57 -0.83
C -2.638 2.353 1.978 2.57 -2.34 -1.29
C 2.656 0.174 2.168 1.86 -0.62 0.91
C 1.284 -0.393 1.905 -2.19 -3.27 0.53
C 2.939 0.878 0.824 0.79 -1.35 0.21
C 0.685 0.550 0.891 0.86 -0.63 1.20
C -0.697 0.863 0.841 -1.30 1.09 -0.79
N 1.598 1.241 0.303 0.75 -0.08 0.20
O -0.975 1.486 -0.366 -1.69 1.07 -1.03
P -1.076 1.963 2.358 -0.30 0.61 0.21
H 0.445 -0.032 -3.284 0.40 0.66 -1.14
H -2.041 -0.514 -4.222 0.90 0.49 0.99
H 1.231 -0.891 -1.282 -2.24 -0.86 -0.54
H -3.476 -1.974 -2.911 0.58 0.37 0.23
H -0.265 -2.329 0.225 -1.49 0.43 -2.61
H -3.078 3.013 2.581 -1.83 2.57 2.43
H -3.256 1.964 1.209 -0.40 -0.31 -0.79
H 2.674 0.835 3.055 -0.31 0.03 -0.61
H 3.513 -0.582 2.411 -1.81 1.09 -0.66
H 1.209 -1.557 1.551 0.64 2.84 0.12
H 0.577 -0.548 2.790 1.01 0.82 -0.87
H 3.521 1.783 0.939 0.41 -0.14 -0.37
H 3.421 0.015 0.255 -0.47 1.80 -0.23
H -1.374 0.076 0.987 -0.46 -1.80 0.36
H -2.752 -2.852 -0.933 -0.62 -1.29 1.68
H 1.440 2.020 -0.354 -0.16 -0.75 0.36
H -1.963 1.645 -0.487 2.01 -0.32 0.33
```
Positions in Å, forces in eV/Å.

The calculation puts the total energy at -938.4472 a.u. The HOMO energy comes out at -12.13 eV. For the gap between HOMO and LUMO, the calculation gives 8.21 eV. Its spin multiplicity is 1. As for the total charge: +1.

These are the Löwdin partial charges, in e, on atoms 1 to 2:
1 C -0.097
2 C -0.054